{"formula": "C21H17N4O8RuS3", "method": "the ωB97M-V functional and the def2-TZVPD basis", "elements": ["Ru", "O", "C", "O", "C", "C", "C", "C", "C", "N", "C", "O", "O", "H", "H", "H", "H", "H", "S", "C", "S", "C", "C", "N", "C", "N", "C", "C", "C", "C", "C", "C", "C", "S", "O", "O", "N", "C", "C", "C", "O", "O", "H", "H", "H", "H", "H", "H", "H", "H", "H", "H", "H", "H"], "xyz": [[1.0464, 0.0373, 0.8981], [0.7441, -0.4148, -3.2039], [1.0296, -0.3665, -1.9179], [0.2587, 0.1504, -1.0978], [2.2705, -0.9865, -1.4650], [3.2195, -1.6407, -2.2062], [4.3231, -2.2055, -1.5440], [4.4249, -2.0943, -0.1691], [3.4433, -1.4239, 0.5537], [2.3729, -0.8851, -0.1072], [3.2871, -1.2627, 1.9825], [4.1848, -1.6862, 2.8625], [2.2465, -0.7461, 2.4323], [-0.1431, -0.0413, -3.3362], [3.1102, -1.7148, -3.2789], [5.0826, -2.7266, -2.1070], [5.2732, -2.5387, 0.3379], [4.9609, -2.0552, 2.4245], [2.0034, 1.9178, 0.8685], [-2.1299, 0.7339, 1.2450], [-0.8969, -0.0293, 2.1857], [-3.4601, 0.5159, 1.4234], [-3.9229, -0.4672, 2.3497], [-4.3030, -1.2582, 3.0923], [-4.4292, 1.3369, 0.7733], [-5.2029, 2.0263, 0.2746], [-1.2088, 2.1883, 5.1447], [-1.6217, 3.0565, 3.9899], [-2.9718, 3.3290, 3.7639], [-3.3731, 4.0982, 2.6873], [-2.4125, 4.6003, 1.8164], [-1.0665, 4.3576, 2.0287], [-0.6793, 3.5861, 3.1149], [-2.9405, 5.5031, 0.3945], [-1.7874, 6.1142, -0.2070], [-4.0832, 6.2681, 0.7930], [-3.4469, 4.3866, -0.6753], [-2.6895, 3.9768, -1.8392], [-1.5124, 3.0459, -1.5251], [-2.0025, 1.7582, -0.9284], [-2.5418, 0.8636, -1.5060], [-1.7086, 1.7295, 0.4152], [-1.5383, 1.1591, 4.9852], [-1.6563, 2.5368, 6.0764], [-0.1261, 2.1780, 5.2632], [-3.7169, 2.9283, 4.4416], [-4.4199, 4.3142, 2.5194], [-0.3300, 4.7607, 1.3460], [0.3730, 3.3782, 3.2696], [-4.3335, 3.9443, -0.4796], [-2.3066, 4.8558, -2.3556], [-3.3840, 3.4666, -2.5068], [-0.8042, 3.5337, -0.8572], [-1.0104, 2.8057, -2.4645]], "multiplicity": 2, "energy_ha": -2920.841716, "lumo_energy_ev": [-1.85, -1.94], "charge": 0}